{
  "formula": "C31H44CrN4OP2",
  "method": "the ωB97M-V functional and the def2-TZVPD basis",
  "e_above_lowest_kcal_mol": 30.45,
  "homo_lumo_gap_ev": [6.84, 5.58],
  "e_homo_ev": [-6.51, -5.66],
  "spin_multiplicity": 5,
  "species": ["Cr", "C", "C", "C", "C", "C", "C", "C", "C", "C", "H", "H", "H", "H", "H", "H", "H", "H", "H", "H", "H", "H", "H", "H", "H", "P", "P", "N", "N", "N", "N", "C", "C", "C", "C", "C", "C", "C", "C", "C", "C", "C", "C", "C", "C", "C", "C", "C", "C", "H", "H", "H", "H", "H", "H", "H", "H", "H", "H", "H", "H", "H", "H", "H", "H", "H", "H", "H", "H", "C", "C", "C", "C", "O", "H", "H", "H", "H", "H", "H", "H", "H", "H"],
  "coordinates": [[0.017, 0.004, 2.468], [-2.098, 1.928, -6.053], [-2.169, 0.714, -5.493], [-1.346, -0.522, -5.746], [0.004, -0.339, -6.474], [0.953, 0.576, -5.739], [1.024, 1.913, -5.771], [0.201, 2.911, -6.543], [-1.149, 2.426, -7.116], [1.437, 0.566, 3.924], [-2.798, 2.676, -5.679], [-2.936, 0.578, -4.730], [-1.955, -1.249, -6.305], [-1.153, -0.995, -4.772], [0.470, -1.328, -6.556], [-0.166, -0.001, -7.498], [1.653, 0.070, -5.074], [1.791, 2.371, -5.146], [0.810, 3.316, -7.367], [0.009, 3.765, -5.878], [-1.615, 3.278, -7.625], [-0.979, 1.671, -7.886], [1.051, 1.361, 4.588], [2.377, 0.921, 3.454], [1.673, -0.329, 4.538], [1.634, -0.467, 0.891], [-1.449, -0.684, 0.823], [2.658, 0.830, 0.365], [2.863, -1.679, 1.183], [-2.080, 0.582, -0.189], [-2.844, -1.652, 1.192], [0.843, -1.068, -0.696], [-0.515, -1.727, -0.403], [2.446, 2.163, 0.735], [3.303, 2.950, -0.005], [4.064, 2.083, -0.858], [3.648, 0.787, -0.623], [3.694, -1.670, 2.305], [4.303, -2.907, 2.398], [3.813, -3.714, 1.320], [2.923, -2.945, 0.596], [-2.327, 1.867, 0.308], [-2.830, 2.638, -0.720], [-2.897, 1.811, -1.889], [-2.435, 0.556, -1.542], [-3.909, -1.999, 0.358], [-4.676, -2.941, 1.017], [-4.061, -3.192, 2.288], [-2.940, -2.391, 2.376], [1.525, -1.736, -1.255], [0.703, -0.151, -1.300], [-1.092, -1.902, -1.329], [-0.392, -2.706, 0.101], [1.695, 2.399, 1.493], [3.389, 4.037, 0.065], [4.846, 2.380, -1.562], [3.975, -0.169, -1.035], [3.780, -0.772, 2.917], [5.036, -3.199, 3.153], [4.096, -4.743, 1.091], [2.328, -3.185, -0.287], [-2.104, 2.091, 1.352], [-3.113, 3.691, -0.647], [-3.242, 2.109, -2.883], [-2.321, -0.348, -2.139], [-4.041, -1.511, -0.608], [-5.597, -3.390, 0.636], [-4.417, -3.875, 3.064], [-2.196, -2.252, 3.162], [1.334, 0.095, 6.761], [0.017, 0.004, 5.888], [-0.673, -1.313, 6.288], [-0.903, 1.163, 6.334], [0.017, 0.004, 4.468], [1.078, 0.075, 7.843], [1.897, 1.036, 6.590], [2.011, -0.773, 6.592], [-0.837, -1.371, 7.386], [-1.662, -1.404, 5.787], [-0.050, -2.179, 5.977], [-0.455, 2.147, 6.082], [-1.890, 1.095, 5.827], [-1.076, 1.139, 7.432]],
  "atomic_forces_ev_per_a": [[0.4090, -0.0504, 1.9654], [-0.0165, -0.3678, 0.2071], [0.0038, 0.3848, -0.1563], [0.1236, -0.0339, -0.1320], [-0.1643, -0.0089, 0.0391], [0.0110, 0.3990, 0.0370], [0.0243, -0.3916, 0.0479], [-0.1483, 0.0056, -0.0930], [0.1683, 0.0251, 0.0080], [3.6385, 1.1295, 1.1257], [0.0657, -0.1036, -0.0337], [0.0742, 0.0292, -0.1077], [0.0860, 0.1235, 0.0990], [-0.0046, 0.0579, -0.0952], [-0.0589, 0.1376, -0.0006], [0.0490, -0.0889, 0.1466], [-0.0586, 0.0873, -0.0746], [-0.0991, -0.0881, -0.0696], [-0.0902, -0.0760, 0.1437], [0.0274, -0.1288, -0.0812], [0.0581, -0.1305, 0.0696], [-0.0617, 0.1394, 0.0939], [2.1394, 1.1519, -0.7261], [0.2236, 0.2154, -0.7042], [2.4253, 0.8278, -0.8767], [0.0587, 0.2768, -0.9145], [-0.1296, 0.1428, -0.5740], [-0.1445, 0.0990, -0.0762], [-0.3069, -0.2526, 0.0587], [-0.1680, -0.0389, -0.0502], [-0.2274, -0.1593, -0.3009], [0.5547, -0.0606, -0.0957], [-0.2007, -0.2217, 0.0781], [0.3643, -0.1808, -0.4666], [-0.3054, -0.1773, 0.2814], [-0.1074, -0.4674, 0.0450], [-0.1443, 0.4945, 0.2984], [0.0463, -0.4580, -0.3105], [-0.1767, 0.4588, -0.0337], [-0.2960, 0.2738, -0.2734], [0.3781, -0.1292, 0.4123], [-0.0883, -0.1674, -0.6399], [0.1729, -0.1756, 0.3976], [0.1439, -0.4202, 0.0900], [-0.1110, 0.5364, 0.2861], [-0.0119, -0.3408, 0.5334], [0.2096, 0.3160, -0.2448], [0.3567, 0.2508, 0.0716], [-0.4048, -0.0346, -0.4382], [-0.4670, 0.3774, 0.0566], [0.0696, -0.3391, 0.3088], [0.2434, 0.0404, 0.4265], [-0.0307, 0.3597, -0.2419], [0.3922, -0.0540, -0.3354], [-0.0403, -0.5239, -0.0276], [-0.3831, -0.1472, 0.3393], [-0.1252, 0.4566, 0.1847], [-0.0429, -0.4182, -0.2514], [-0.3523, 0.1430, -0.3476], [-0.1442, 0.4688, 0.1041], [0.3769, 0.0197, 0.5210], [-0.1524, -0.0360, -0.4492], [0.1462, -0.5399, -0.0348], [0.2066, -0.1500, 0.5131], [-0.0541, 0.4161, 0.2461], [0.0546, -0.2275, 0.4292], [0.4513, 0.2231, 0.1827], [0.1806, 0.3336, -0.3780], [-0.3386, -0.0791, -0.3043], [0.4645, 0.0208, -0.5975], [-1.8214, -0.2467, 1.8208], [-0.2153, -0.5432, -0.0047], [-0.1882, 0.4556, 0.0865], [-6.6099, -2.8586, -0.0026], [-0.2693, -0.0289, -0.7953], [-0.2792, -0.6551, 0.0195], [-0.3605, 0.6020, -0.0042], [0.1464, 0.0743, -0.6283], [0.6162, 0.1031, 0.2752], [-0.3352, 0.4705, 0.1765], [-0.2143, -0.5034, 0.1184], [0.6308, -0.0208, 0.2518], [0.1575, -0.0028, -0.6245]]
}